Below is 3 unconnected molecules or ions with the total composition C7H16O3 in a non-equilibrium geometry, with properties calculated with the ωB97M-V functional and the def2-TZVPD basis.

Each atom is followed by the atoms it is bonded to, with distances in Å.
Cartesian coordinates (Å):
1 C -1.446 0.632 2.791  C2 1.324, H9 1.085, H10 1.086
2 C -0.791 -0.493 2.551  C1 1.324, C3 1.471, H11 1.083
3 C -0.297 -0.793 1.199  C2 1.471, C4 1.331, H12 1.086
4 C -0.113 -2.033 0.751  C3 1.331, C5 1.495, H13 1.083
5 C 0.245 -2.488 -0.627  C4 1.495, C6 1.539, H14 1.056, H15 1.102
6 C 0.939 -1.421 -1.491  C5 1.539, C7 1.525, H16 1.095, H17 1.093
7 C 0.043 -0.693 -2.486  C6 1.525, O8 1.424, H18 1.088, H19 1.096
8 O -0.620 0.451 -1.956  C7 1.424, H20 0.962
9 H -1.698 1.381 2.049  C1 1.085
10 H -1.803 0.867 3.789  C1 1.086
11 H -0.366 -1.092 3.347  C2 1.083
12 H -0.054 -0.006 0.491  C3 1.086
13 H -0.354 -2.890 1.369  C4 1.083
14 H 0.765 -3.406 -0.683  C5 1.056
15 H -0.616 -2.818 -1.232  C5 1.102
16 H 1.462 -0.697 -0.857  C6 1.095
17 H 1.767 -1.825 -2.080  C6 1.093
18 H 0.614 -0.240 -3.294  C7 1.088
19 H -0.643 -1.419 -2.935  C7 1.096
20 H -1.256 0.242 -1.266  O8 0.962
21 O 1.962 1.302 1.367  H22 0.965, H23 0.961
22 H 2.791 1.701 1.658  O21 0.965
23 H 1.273 1.619 1.958  O21 0.961
24 O -0.419 3.871 -1.468  H25 0.968, H26 0.962
25 H -0.068 3.075 -1.892  O24 0.968
26 H -0.034 3.821 -0.588  O24 0.962

Calculated total energy, Eh: -501.9648
Energy relative to the best compared isomer or geometry (same formula, charge and spin), kcal/mol: 49.1
Multiplicity: 1
SMILES: C=C/C=C/CCCO.O.O
Orbital gap, eV: 9.456
LUMO energy, eV: 0.5
Charge: 0